Entry 1:
Formula: C31H27N3O2PW
Source: the Open Molecules 2025 dataset
Level of theory: ωB97M-V/def2-TZVPD

Each line ends with the Mulliken spin population.
Cartesian coordinates (Å):
W1 -0.666 0.935 0.704  1.864
C1 1.800 3.205 1.260  0.016
C2 1.463 2.427 2.493  0.025
C3 2.073 2.779 3.687  -0.005
C4 1.778 2.101 4.853  0.025
C5 0.884 1.043 4.792  -0.003
C6 0.295 0.720 3.590  0.039
N1 0.558 1.402 2.432  -0.078
C7 -0.739 -0.306 3.467  0.008
C8 -1.189 -1.087 4.512  0.002
C9 -2.247 -1.957 4.305  0.020
C10 -2.846 -1.991 3.056  -0.004
C11 -2.359 -1.185 2.047  -0.005
N2 -1.281 -0.376 2.222  -0.145
C12 -2.992 -1.044 0.736  0.046
C13 -4.024 -1.856 0.326  -0.004
C14 -4.644 -1.615 -0.889  0.007
C15 -4.225 -0.531 -1.632  -0.005
C16 -3.168 0.260 -1.197  -0.009
C17 -2.756 1.421 -2.042  0.032
N3 -2.512 -0.017 -0.031  -0.007
H1 2.660 3.845 1.443  0.001
H2 0.974 3.857 0.977  0.002
H3 2.043 2.533 0.438  -0.007
H4 2.777 3.599 3.694  0.001
H5 2.227 2.392 5.793  -0.001
H6 0.642 0.492 5.689  0.001
H7 -0.730 -1.019 5.487  0.002
H8 -2.621 -2.573 5.113  -0.001
H9 -3.700 -2.630 2.887  0.001
H10 -4.353 -2.667 0.959  0.001
H11 -5.448 -2.252 -1.236  -0.001
H12 -4.714 -0.281 -2.562  0.001
H13 -3.465 1.566 -2.852  0.002
H14 -1.781 1.226 -2.493  -0.004
H15 -2.722 2.341 -1.464  -0.002
O1 -0.252 3.893 -2.047  -0.005
C18 0.028 2.859 -1.555  0.030
O2 -0.556 2.412 -0.389  -0.017
C19 1.063 1.875 -2.069  -0.004
P1 1.130 0.333 -1.037  0.146
C20 0.121 -0.953 -1.834  0.042
C21 -0.277 -2.005 -0.997  -0.007
C22 -0.919 -3.110 -1.529  0.027
C23 -1.191 -3.160 -2.892  0.009
C24 -0.793 -2.121 -3.723  0.003
C25 -0.119 -1.024 -3.205  0.028
C26 2.852 -0.187 -1.357  0.026
C27 3.092 -1.389 -2.022  -0.011
C28 4.350 -1.621 -2.557  0.003
C29 5.364 -0.687 -2.403  -0.007
C30 5.138 0.474 -1.671  0.003
C31 3.889 0.724 -1.133  -0.004
H16 2.032 2.378 -2.071  -0.002
H17 0.865 1.641 -3.116  -0.005
H18 -0.024 -1.974 0.059  -0.070
H19 -1.177 -3.951 -0.897  0.001
H20 -1.700 -4.019 -3.308  0.000
H21 -0.987 -2.174 -4.786  0.000
H22 0.222 -0.244 -3.874  0.001
H23 2.318 -2.133 -2.145  0.001
H24 4.532 -2.539 -3.099  0.000
H25 6.338 -0.869 -2.836  0.000
H26 5.935 1.191 -1.526  0.000
H27 3.735 1.620 -0.544  -0.002

Properties
frontier orbital gap (alpha / beta)	6.269 / 6.348	eV
multiplicity	3
net charge	+3
molar mass	688.39	u

Entry 2:
Formula: C31H27N4O4OsPS
Source: the Open Molecules 2025 dataset
Level of theory: ωB97M-V/def2-TZVPD

Each line ends with the natural charge from an NBO analysis.
Cartesian coordinates (Å):
Os1 -0.351 -0.013 0.121  0.865
N1 -0.347 -2.088 2.480  -0.890
P1 0.081 -0.442 2.377  1.237
C1 -0.386 0.218 3.988  -0.317
C2 -1.096 1.407 4.123  -0.216
C3 -1.332 1.920 5.390  -0.183
C4 -0.867 1.249 6.511  -0.161
C5 -0.150 0.065 6.373  -0.186
C6 0.105 -0.447 5.114  -0.215
C7 1.889 -0.352 2.547  -0.311
C8 2.396 0.944 2.654  -0.240
C9 3.760 1.144 2.780  -0.200
C10 4.619 0.049 2.779  -0.192
C11 4.113 -1.237 2.678  -0.184
C12 2.744 -1.445 2.556  -0.254
C13 -0.724 -2.755 1.344  0.446
C14 -1.318 -4.014 1.376  -0.287
C15 -1.559 -4.671 0.190  -0.054
C16 -1.173 -4.084 -1.021  -0.264
C17 -0.655 -2.821 -0.998  0.079
N2 -0.463 -2.136 0.163  -0.577
H1 -0.618 -2.499 3.362  0.443
H2 -1.456 1.925 3.242  0.215
H3 -1.875 2.848 5.504  0.236
H4 -1.051 1.655 7.496  0.241
H5 0.224 -0.445 7.250  0.240
H6 0.700 -1.348 5.011  0.218
H7 1.718 1.793 2.661  0.216
H8 4.146 2.148 2.901  0.234
H9 5.688 0.195 2.853  0.246
H10 4.795 -2.076 2.691  0.244
H11 2.349 -2.453 2.486  0.226
H12 -1.591 -4.456 2.324  0.249
H13 -2.033 -5.643 0.195  0.253
H14 -1.296 -4.599 -1.961  0.261
H15 -0.372 -2.313 -1.909  0.258
O1 0.388 0.773 -3.601  -0.528
C18 -0.432 0.862 -2.731  0.768
O2 -0.699 -0.060 -1.824  -0.811
C19 -1.301 2.089 -2.598  -0.131
C20 -1.796 2.636 -3.763  -0.160
C21 -2.587 3.786 -3.714  -0.087
C22 -2.869 4.395 -2.497  -0.208
C23 -2.400 3.845 -1.323  -0.159
C24 -1.627 2.667 -1.352  -0.193
S1 -1.103 2.103 0.200  0.447
H16 -1.553 2.164 -4.705  0.259
H17 -2.964 4.209 -4.636  0.248
H18 -3.455 5.303 -2.464  0.251
H19 -2.620 4.310 -0.370  0.240
O3 6.907 -1.359 1.188  -0.719
C25 6.751 -0.735 -0.060  0.085
N3 6.026 -1.567 -1.004  -0.623
C26 4.683 -1.615 -1.221  0.660
O4 4.115 -2.596 -1.651  -0.565
C27 3.888 -0.352 -1.006  -0.168
C28 4.318 0.914 -1.382  -0.034
C29 3.460 1.994 -1.220  -0.230
C30 2.200 1.778 -0.706  0.055
N4 1.775 0.548 -0.391  -0.410
C31 2.596 -0.493 -0.538  0.102
H20 7.591 -2.037 1.154  0.487
H21 7.709 -0.471 -0.511  0.190
H22 6.185 0.171 0.136  0.181
H23 6.479 -2.443 -1.235  0.416
H24 5.299 1.051 -1.819  0.241
H25 3.761 2.992 -1.503  0.257
H26 1.520 2.600 -0.543  0.221
H27 2.219 -1.476 -0.291  0.241

Properties
frontier orbital gap (alpha / beta)	5.311 / 5.401	eV
net charge	+2
molar mass	772.85	u
energy relative to the best compared isomer or geometry (same formula, charge and spin)	1.307	eV

Entry 3:
Formula: C31H28AsInN8S4
Source: the Open Molecules 2025 dataset
Level of theory: ωB97M-V/def2-TZVPD

Each line ends with the natural charge from an NBO analysis.
Cartesian coordinates (Å):
In1 -0.405 -0.806 1.011  1.196
C1 0.728 -4.892 5.119  -0.751
S1 -0.614 -4.862 3.917  0.323
C2 -0.454 -3.270 3.235  -0.051
S2 -1.518 -2.966 1.905  -0.265
N1 0.433 -2.482 3.768  -0.417
N2 0.554 -1.273 3.149  -0.279
C3 1.463 -0.506 3.600  0.076
C4 1.693 0.783 2.942  0.163
C5 2.604 1.690 3.461  -0.211
C6 2.766 2.915 2.837  -0.142
C7 1.996 3.203 1.723  -0.236
C8 1.115 2.237 1.264  0.081
N3 0.980 1.046 1.837  -0.469
H1 0.725 -5.903 5.527  0.227
H2 0.555 -4.173 5.915  0.224
H3 1.678 -4.693 4.629  0.267
H4 2.078 -0.806 4.445  0.214
H5 3.174 1.424 4.341  0.231
H6 3.478 3.634 3.219  0.227
H7 2.073 4.146 1.200  0.235
H8 0.499 2.423 0.398  0.215
S3 -1.784 -1.343 -1.045  -0.277
C9 -2.305 0.120 -1.905  -0.187
C10 -3.656 0.285 -2.205  -0.238
C11 -4.084 1.357 -2.973  -0.185
C12 -3.167 2.279 -3.456  -0.230
C13 -1.821 2.132 -3.152  -0.230
C14 -1.381 1.066 -2.376  -0.275
As1 0.448 0.795 -1.794  0.926
C15 1.121 -0.413 -3.148  -0.233
C16 0.503 -0.573 -4.381  -0.232
C17 1.047 -1.435 -5.323  -0.211
C18 2.212 -2.134 -5.037  -0.207
C19 2.831 -1.976 -3.806  -0.198
C20 2.283 -1.122 -2.858  -0.243
C21 1.264 2.478 -2.382  -0.334
C22 2.412 2.495 -3.169  -0.211
C23 3.048 3.696 -3.466  -0.202
C24 2.546 4.893 -2.981  -0.231
C25 1.399 4.888 -2.197  -0.162
C26 0.769 3.690 -1.896  -0.260
H9 -4.370 -0.448 -1.850  0.213
H10 -5.137 1.467 -3.199  0.213
H11 -3.495 3.106 -4.072  0.215
H12 -1.106 2.850 -3.534  0.222
H13 -0.408 -0.032 -4.607  0.218
H14 0.559 -1.563 -6.280  0.214
H15 2.632 -2.808 -5.773  0.214
H16 3.733 -2.528 -3.574  0.216
H17 2.751 -1.025 -1.887  0.227
H18 2.813 1.569 -3.561  0.226
H19 3.937 3.691 -4.083  0.216
H20 3.039 5.826 -3.217  0.214
H21 0.992 5.819 -1.823  0.206
H22 -0.137 3.706 -1.298  0.211
N4 3.784 -3.946 3.319  -0.456
C27 3.607 -3.105 2.547  0.441
N5 3.489 -2.087 1.697  -0.672
C28 2.422 -1.921 1.030  0.634
N6 1.482 -1.709 0.352  -0.696
S4 -2.105 0.906 2.110  -0.203
C29 -3.364 -0.234 2.302  0.382
N7 -3.981 -0.887 1.329  -0.595
C30 -4.850 -1.941 1.851  -0.230
C31 -4.675 -1.808 3.380  -0.228
N8 -3.855 -0.600 3.492  -0.578
H23 -3.527 -0.960 0.417  0.454
H24 -4.522 -2.913 1.487  0.230
H25 -5.879 -1.768 1.541  0.205
H26 -4.144 -2.663 3.799  0.220
H27 -5.627 -1.682 3.893  0.207
H28 -3.343 -0.359 4.323  0.424

Properties
frontier orbital gap	7.261	eV
molar mass	830.63	u
energy relative to the best compared isomer or geometry (same formula, charge and spin)	0.000	eV

Entry 4:
Formula: C31H28Br2IN5O6SiW
Source: the Open Molecules 2025 dataset
Level of theory: ωB97M-V/def2-TZVPD

Each line ends with the Mulliken spin population.
Cartesian coordinates (Å):
W1 -0.140 -0.261 -0.067  0.971
O1 -3.613 3.770 -3.499  0.011
C1 -2.923 2.881 -2.757  0.048
C2 -3.523 1.903 -1.988  -0.003
C3 -2.719 1.032 -1.244  0.122
N1 -1.348 1.121 -1.265  0.010
C4 -0.781 2.032 -2.084  0.031
C5 -1.502 2.934 -2.816  -0.027
C6 0.709 1.740 -2.195  0.007
O2 1.516 2.528 -2.635  0.016
O3 0.945 0.528 -1.788  -0.003
C7 -3.139 -0.059 -0.374  0.003
O4 -4.279 -0.435 -0.165  0.082
O5 -2.036 -0.584 0.217  0.027
H1 -4.563 3.610 -3.430  -0.001
H2 -4.596 1.784 -1.943  -0.001
H3 -1.011 3.654 -3.446  0.000
C8 -1.429 -0.648 -3.926  0.008
C9 -1.041 -1.842 -3.109  0.033
C10 -1.079 -3.111 -3.654  0.001
C11 -0.646 -4.195 -2.891  0.007
C12 -0.164 -3.981 -1.624  0.001
C13 -0.140 -2.670 -1.108  0.096
N2 -0.611 -1.624 -1.849  0.016
N3 0.306 -2.275 0.095  0.055
Si1 1.538 -3.197 0.958  0.005
C14 2.851 -3.601 -0.371  0.004
C15 2.339 -2.292 2.435  0.005
C16 0.840 -4.799 1.745  0.002
H4 -1.646 -0.944 -4.949  0.001
H5 -0.608 0.067 -3.937  0.000
H6 -2.307 -0.156 -3.506  -0.002
H7 -1.420 -3.250 -4.666  0.001
H8 -0.676 -5.193 -3.304  0.000
H9 0.188 -4.791 -1.012  0.001
H10 2.815 -2.877 -1.183  -0.001
H11 2.691 -4.587 -0.796  0.001
H12 3.855 -3.578 0.038  -0.001
H13 2.797 -1.353 2.149  -0.002
H14 3.127 -2.931 2.822  0.000
H15 1.644 -2.103 3.249  -0.001
H16 0.055 -5.271 1.163  0.000
H17 0.427 -4.605 2.730  0.000
H18 1.643 -5.517 1.872  0.000
C17 -1.974 2.493 1.539  -0.001
C18 -0.568 2.826 1.129  0.160
C19 -0.089 4.119 1.211  -0.081
C20 1.218 4.435 0.858  0.200
C21 2.090 3.388 0.504  -0.055
C22 3.453 3.509 0.165  0.045
Br1 4.248 5.225 0.116  0.003
C23 4.239 2.419 -0.140  -0.029
C24 3.699 1.143 -0.064  0.071
Br2 4.728 -0.381 -0.456  0.005
C25 2.359 0.948 0.257  -0.002
O6 1.772 -0.244 0.350  -0.007
C26 1.549 2.081 0.482  0.063
N4 0.212 1.791 0.699  0.002
H19 -2.156 2.861 2.549  0.008
H20 -2.138 1.410 1.526  -0.009
H21 -2.700 2.964 0.876  0.012
H22 -0.758 4.896 1.549  0.000
H23 1.568 5.454 0.877  0.013
H24 5.273 2.551 -0.423  0.000
I1 -2.125 -2.729 1.992  0.003
C27 -1.318 -0.983 2.838  0.032
C28 -1.828 -0.560 4.039  -0.006
C29 -1.199 0.486 4.714  0.017
C30 0.033 0.918 4.205  -0.008
C31 0.490 0.419 3.016  0.011
N5 -0.241 -0.431 2.205  0.023
H25 -2.700 -1.041 4.450  0.002
H26 -1.608 0.877 5.629  0.000
H27 0.642 1.619 4.755  0.000
H28 1.480 0.684 2.662  0.007

Properties
frontier orbital gap (alpha / beta)	4.358 / 7.003	eV
multiplicity	3
molar mass	1065.23	u
energy relative to the best compared isomer or geometry (same formula, charge and spin)	2.523	eV